[1]
{"formula": "C8H16N2O4S", "method": "wB97M-V/def2-TZVPD", "symbols": ["C", "C", "C", "C", "C", "C", "C", "C", "N", "N", "O", "O", "O", "O", "S", "H", "H", "H", "H", "H", "H", "H", "H", "H", "H", "H", "H", "H", "H", "H", "H"], "xyz": [[-0.198, 0.354, -0.205], [-0.940, -0.055, 0.808], [-3.388, -0.869, 0.674], [1.761, 2.621, -0.309], [0.335, -1.192, -2.575], [-2.362, 0.266, 0.987], [1.227, 0.091, -0.498], [2.218, 1.152, -0.197], [1.945, 0.260, -3.108], [1.165, -0.269, -2.327], [1.051, -1.032, 2.427], [-0.429, -2.717, 1.462], [-1.180, -1.139, 3.294], [2.685, 0.877, 1.122], [-0.321, -1.226, 2.163], [-0.614, 1.157, -0.762], [-3.068, -1.457, -0.092], [-4.446, -0.396, 0.577], [-3.524, -1.586, 1.468], [1.163, 2.833, 0.652], [2.654, 3.443, -0.292], [1.219, 2.850, -1.177], [-1.332, -2.943, 1.451], [-0.344, -1.630, -1.906], [0.365, -1.827, -3.509], [-2.777, 1.008, 0.239], [-2.486, 0.554, 2.025], [1.606, -0.855, -0.182], [3.108, 0.877, -0.899], [2.709, 0.779, -2.864], [2.199, 0.072, 1.553]], "forces_ev_per_angstrom": [[1.287, 0.170, 0.906], [0.236, -1.767, 0.790], [-1.874, 1.923, 2.739], [2.081, 1.410, 2.845], [-1.285, -3.061, -2.505], [-2.206, 0.134, -0.691], [-1.487, -0.488, -2.977], [2.100, -0.201, -0.704], [-0.718, -0.529, -4.021], [0.594, 0.758, 4.844], [1.590, -0.042, -0.463], [2.041, 2.058, 0.679], [-0.855, -0.219, -0.311], [-0.907, -1.323, 1.050], [-1.005, -0.034, -1.442], [-0.551, 0.427, -0.768], [0.468, -1.189, -2.921], [1.924, -0.924, -0.362], [0.146, -0.130, 0.838], [0.656, -0.204, -1.602], [-1.834, -2.356, 0.070], [-0.947, 0.063, -1.190], [-2.138, -0.707, -0.019], [-0.456, 0.248, 1.485], [0.342, 1.533, 0.704], [1.384, -0.021, 1.129], [-0.435, 0.549, 0.007], [0.097, -0.627, 0.267], [-1.268, 0.927, 0.876], [1.895, 1.490, 1.849], [1.123, 2.129, -1.102]], "nbo_charge": [-0.180, -0.213, -0.598, -0.644, -0.320, -0.473, -0.093, 0.055, -0.564, -0.003, -0.943, -0.857, -0.912, -0.742, 2.331, 0.230, 0.202, 0.226, 0.203, 0.227, 0.233, 0.214, 0.493, 0.187, 0.202, 0.234, 0.244, 0.231, 0.178, 0.343, 0.509], "max_force_ev_per_a": 4.94, "multiplicity": 1, "de_lowest_kcal_mol": 165.86, "e_tot_ev": -30554.749}

[2]
{"formula": "C4H3NO2", "method": "wB97M-V/def2-TZVPD", "symbols": ["C", "C", "C", "C", "O", "O", "N", "H", "H", "H"], "xyz": [[0.352, 0.663, 0.765], [1.123, -0.449, 0.510], [-0.711, 1.107, -0.748], [-0.626, -1.562, -0.732], [2.006, -1.171, 0.415], [-0.898, 2.222, -0.990], [-0.863, -2.696, -0.658], [-0.874, -0.117, -1.016], [-0.454, 0.459, 1.467], [0.947, 1.545, 0.988]], "forces_ev_per_angstrom": [[-0.203, 0.143, -0.040], [0.732, -0.333, 0.024], [-0.130, 0.291, -0.210], [-0.126, -0.423, -0.007], [-0.696, 0.400, -0.010], [0.165, -0.423, 0.221], [0.137, 0.441, 0.015], [0.073, 0.041, 0.071], [0.027, -0.050, -0.029], [0.022, -0.087, -0.037]], "nbo_charge": [-0.811, 0.845, 0.530, -0.156, -0.355, -0.442, -0.413, 0.204, 0.305, 0.291], "max_force_ev_per_a": 0.80, "multiplicity": 1, "de_lowest_kcal_mol": 104.20, "e_tot_ev": -9777.168}

[3]
{"formula": "C5H6OS", "method": "wB97M-V/def2-TZVPD", "symbols": ["C", "C", "O", "C", "C", "S", "C", "H", "H", "H", "H", "H", "H"], "xyz": [[-0.320, 1.427, 0.031], [-1.450, 0.745, -0.289], [-1.754, -0.674, -0.441], [-0.841, -1.536, 0.013], [0.545, -1.701, 0.210], [1.767, -0.545, -0.604], [1.300, 1.099, 0.191], [-0.257, 2.510, -0.200], [-2.443, 1.262, -0.800], [-1.383, -2.570, 0.105], [1.022, -2.632, 0.813], [2.032, 1.652, -0.316], [1.783, 0.964, 1.288]], "forces_ev_per_angstrom": [[2.672, 0.217, -1.073], [-1.646, 0.360, -2.311], [1.992, 3.285, 0.713], [2.019, -5.514, 1.007], [-0.902, 0.868, -0.486], [-1.629, -0.523, 1.434], [-1.491, -3.881, 2.856], [-1.242, -0.662, 0.458], [2.939, -1.040, 1.899], [0.773, 2.008, 0.498], [-1.658, 2.290, -1.842], [0.059, 1.975, -0.911], [-1.886, 0.617, -2.241]], "nbo_charge": [-0.298, 0.113, -0.477, 0.152, -0.479, 0.148, -0.524, 0.234, 0.225, 0.182, 0.260, 0.223, 0.241], "max_force_ev_per_a": 5.96, "smiles": "C1=COC=CSC1", "multiplicity": 1, "de_lowest_kcal_mol": 98.14, "e_tot_ev": -18160.382}